6 unconnected molecules or ions with the total composition C49H102F6N4O5S. Source: OMol25; level of theory: ωB97M-V with the def2-TZVPD basis set.

The geometry in XYZ format:
```
167
Properties=species:S:1:pos:R:3:forces:R:3
C 10.4013 -18.0997 0.2221 -0.1 -1.1 1.0
C 11.8665 -17.9224 0.5528 0.6 1.5 -0.9
C 12.3983 -16.6487 -0.1705 1.1 0.3 0.8
C 13.8336 -16.3280 0.3790 -1.2 0.0 0.2
N 14.4422 -14.9879 0.0711 0.8 -0.1 -0.3
C 14.7501 -14.9258 -1.4568 1.3 1.4 1.8
C 15.9536 -13.9499 -1.5607 -0.2 0.5 0.1
C 16.7882 -14.1812 -0.2272 0.2 0.4 -2.0
C 15.9270 -14.9682 0.7278 -0.9 0.7 -0.2
C 13.5219 -13.7779 0.6571 0.7 -0.8 0.0
C 13.1626 -13.9641 2.1544 0.4 0.4 -0.1
C 12.6771 -12.7163 2.9123 -0.7 0.2 -0.5
H 10.1220 -18.1692 -0.8292 0.3 0.5 -0.1
H 9.8451 -17.3474 0.7815 -0.3 0.0 -0.4
H 10.1189 -19.0779 0.6113 -0.4 0.0 0.2
H 12.4686 -18.8074 0.3468 0.1 0.1 -0.3
H 12.0516 -17.6858 1.6006 -0.5 -0.3 0.3
H 11.7394 -15.8081 0.0474 -0.3 -0.1 0.0
H 12.4101 -16.7723 -1.2534 0.1 -0.1 -0.1
H 14.4308 -17.1645 0.0160 0.7 0.6 0.2
H 13.8561 -16.2813 1.4678 -0.3 -0.8 0.0
H 13.8476 -14.6977 -2.0238 0.2 -0.1 0.1
H 15.2581 -15.8657 -1.6729 -0.8 -0.5 -0.1
H 15.7389 -12.9060 -1.7897 -0.6 0.1 0.7
H 16.4973 -14.1961 -2.4728 0.4 -0.5 0.2
H 17.1990 -13.2847 0.2372 -0.5 0.3 -0.2
H 17.6846 -14.6968 -0.5716 -0.1 -0.5 0.4
H 15.9299 -14.4456 1.6844 -0.7 -0.2 0.0
H 16.3290 -15.9640 0.9145 -0.8 -0.2 -0.3
H 12.6012 -13.7148 0.0771 0.2 -0.3 -0.3
H 14.0871 -12.8711 0.4416 0.2 -0.1 0.2
H 14.0407 -14.2489 2.7341 0.1 -0.6 -0.3
H 12.3776 -14.7140 2.2525 0.2 -0.3 0.0
H 12.6831 -12.9412 3.9788 0.4 0.1 0.0
H 11.6323 -12.4783 2.7127 0.0 0.0 -0.3
H 13.2506 -11.8179 2.6841 0.2 -0.1 0.2
C 24.2408 -18.4933 -5.0623 0.0 0.2 0.5
C 24.0592 -17.8414 -3.6963 -0.3 1.3 -0.1
C 22.6285 -17.2310 -3.4382 1.0 1.0 -1.1
C 22.2450 -16.0035 -4.3651 -0.2 -0.6 0.2
N 20.7701 -15.5307 -4.1740 -0.3 -0.3 -0.5
C 19.7974 -16.6518 -4.7619 0.5 2.1 0.5
C 18.4896 -15.8276 -5.0599 0.4 -1.7 -0.2
C 18.8876 -14.3672 -5.4059 0.5 -1.3 1.6
C 20.4076 -14.3305 -5.0502 0.3 0.5 -0.4
C 20.4660 -15.2330 -2.6735 -0.6 -1.6 -0.3
C 21.3938 -14.2800 -1.8920 -0.1 -1.4 -2.0
C 21.2980 -14.3703 -0.4064 -0.6 0.1 0.7
H 24.1904 -17.6973 -5.8052 -0.1 -0.2 -0.3
H 23.5027 -19.2691 -5.2659 0.1 -0.1 -0.1
H 25.2518 -18.8978 -5.1108 -0.2 -0.2 -0.1
H 24.8019 -17.0436 -3.6838 0.0 0.2 0.3
H 24.3021 -18.4660 -2.8366 -0.2 -0.3 -0.2
H 22.6260 -16.7261 -2.4721 -0.2 -0.9 0.5
H 22.0054 -18.1202 -3.5335 -0.7 0.5 0.2
H 22.3915 -16.1410 -5.4364 -0.3 -0.4 0.0
H 22.9040 -15.1658 -4.1371 -0.2 0.1 0.3
H 19.8112 -17.5090 -4.0888 -0.5 0.3 0.3
H 20.2803 -17.0108 -5.6708 0.0 0.3 -0.1
H 17.7862 -15.9024 -4.2306 0.3 0.3 0.4
H 17.9516 -16.3511 -5.8502 0.2 0.2 -0.4
H 18.3212 -13.7920 -4.6734 0.2 0.6 -0.4
H 18.6343 -14.0716 -6.4240 0.3 0.0 0.2
H 20.7101 -13.4069 -4.5569 -0.1 -0.2 0.3
H 21.0428 -14.3558 -5.9356 -0.1 -0.4 -0.1
H 20.3965 -16.2534 -2.2966 0.7 0.1 0.5
H 19.4148 -14.9553 -2.5961 -0.1 0.6 -0.4
H 21.1356 -13.2957 -2.2827 0.6 0.3 0.3
H 22.4173 -14.5918 -2.1004 0.1 0.6 -0.5
H 21.8987 -13.5282 -0.0627 -0.4 0.0 0.6
H 21.6903 -15.2792 0.0497 0.3 -0.1 -0.4
H 20.2582 -14.3634 -0.0794 0.1 0.7 0.2
C 13.3228 -20.6034 9.1184 -1.6 -0.9 -0.7
C 11.7914 -20.8300 8.9522 0.8 -1.0 -0.3
C 11.1797 -20.3787 7.6539 -0.1 0.0 -2.6
C 11.8455 -20.9527 6.2871 1.0 0.6 1.1
N 11.3914 -20.3354 4.9641 -1.6 1.5 1.6
C 9.8186 -20.3774 4.9454 0.2 -0.7 -1.5
C 9.5712 -20.7306 3.4711 -0.3 -0.2 0.5
C 10.7010 -21.7354 3.1113 -0.4 0.8 1.2
C 11.9299 -21.0686 3.7630 -0.9 0.3 -1.2
C 11.7790 -18.8306 4.8029 -0.1 -0.1 0.9
C 13.2482 -18.6027 4.9122 2.3 1.2 0.9
C 13.8007 -17.1129 4.6926 -1.5 -0.9 -0.6
H 13.5931 -19.7502 8.4962 0.5 0.3 0.7
H 13.7844 -21.4828 8.6694 0.4 0.2 0.1
H 13.5282 -20.6094 10.1888 0.5 0.6 -0.3
H 11.2166 -20.4431 9.7936 0.0 0.1 -0.2
H 11.6330 -21.9075 8.9077 -0.1 -0.2 0.7
H 11.1754 -19.2921 7.5681 0.0 0.2 0.0
H 10.1452 -20.7220 7.6424 -0.2 0.2 0.0
H 11.7518 -22.0296 6.1466 -0.5 0.0 0.2
H 12.9228 -20.7872 6.2698 0.1 0.0 0.3
H 9.3307 -19.4676 5.2951 0.7 0.4 -0.3
H 9.3460 -21.1263 5.5810 1.0 -0.5 0.2
H 9.5769 -19.7934 2.9145 0.2 -0.2 -0.5
H 8.5934 -21.1938 3.3383 0.0 0.1 0.0
H 10.7482 -21.8488 2.0283 0.4 -0.3 0.2
H 10.4956 -22.6600 3.6508 -0.1 -0.3 -0.5
H 12.1857 -20.2916 3.0425 0.5 0.0 0.2
H 12.8214 -21.6529 3.9906 -0.3 -0.1 0.3
H 11.2349 -18.2646 5.5590 -0.1 -0.1 -0.1
H 11.4734 -18.5169 3.8048 -0.5 -0.2 0.0
H 13.7637 -19.2729 4.2244 0.2 0.3 -0.2
H 13.7143 -18.8639 5.8623 -0.6 -0.4 0.2
H 14.8830 -17.0280 4.7894 -0.1 -0.6 -0.4
H 13.4305 -16.2954 5.3113 -0.5 -0.5 0.6
H 13.4030 -16.8562 3.7107 0.6 0.4 -0.6
C 12.4444 -21.2802 -1.5450 -1.2 0.5 0.4
C 13.9238 -21.4465 -1.6342 1.1 -0.2 -1.1
C 14.6813 -20.3253 -2.3666 -1.1 1.3 0.0
C 14.4297 -20.3101 -3.8958 1.2 -1.0 0.0
N 15.3869 -19.4170 -4.7464 0.1 0.5 0.9
C 15.1680 -17.8929 -4.3785 -0.4 -0.4 -0.9
C 14.0549 -17.4815 -5.3486 -0.8 0.0 0.5
C 14.5205 -18.1344 -6.6304 0.6 0.3 -0.5
C 15.0439 -19.5047 -6.2582 -1.7 -0.6 0.9
C 16.8600 -19.8076 -4.5034 -1.7 0.8 0.0
C 17.1671 -21.2395 -4.9527 1.0 0.1 -0.2
C 18.6901 -21.4158 -4.8677 -0.1 0.9 0.0
H 12.2353 -20.5982 -0.7208 -0.1 0.1 0.1
H 11.8505 -22.1732 -1.3503 0.4 -0.2 0.0
H 11.9663 -20.8123 -2.4055 0.2 0.0 -0.3
H 14.2492 -22.3140 -2.2085 -0.4 -0.6 0.3
H 14.3885 -21.5211 -0.6510 -0.2 -0.2 0.0
H 15.6958 -20.4215 -1.9800 0.4 0.1 -0.9
H 14.3135 -19.3611 -2.0156 0.0 0.2 0.4
H 13.3951 -20.1449 -4.1963 0.1 0.7 0.3
H 14.5823 -21.3380 -4.2248 0.4 0.0 -0.4
H 16.0367 -17.3093 -4.6830 0.4 -0.5 -0.1
H 15.0571 -17.7090 -3.3098 -0.3 -0.6 -0.1
H 13.8732 -16.4163 -5.4916 0.8 0.2 0.2
H 13.0452 -17.7640 -5.0508 0.1 -0.8 0.2
H 15.3517 -17.5199 -6.9762 -0.1 0.0 -0.5
H 13.7446 -18.2188 -7.3913 0.2 0.2 0.0
H 15.7779 -20.0084 -6.8872 0.4 0.7 0.4
H 14.1876 -20.1775 -6.3055 0.0 -0.2 0.1
H 17.0616 -19.4944 -3.4791 -0.1 -1.0 0.4
H 17.3554 -18.9607 -4.9782 0.6 -0.7 -1.0
H 16.8698 -21.3921 -5.9902 -0.1 0.2 0.0
H 16.6869 -22.0629 -4.4242 -0.3 0.5 0.6
H 19.0299 -22.4511 -4.8410 0.0 0.2 -0.1
H 19.0346 -20.8642 -3.9930 0.2 -0.5 0.4
H 19.1389 -20.8473 -5.6822 0.2 -0.4 -0.3
C 17.9430 -17.9822 -0.7364 -1.1 1.1 1.4
O 16.9122 -18.0129 0.2002 -0.1 0.3 -0.6
O 17.5787 -17.1152 -1.7205 1.2 -0.6 0.2
C 19.2603 -17.5825 0.0991 2.4 -0.9 0.4
F 19.3512 -18.3486 1.2024 -1.0 0.6 -0.6
F 20.4750 -17.7758 -0.4854 -0.8 -0.6 -1.3
F 19.3396 -16.3012 0.4256 -1.6 0.3 0.4
C 16.7002 -19.1585 1.0184 -0.8 -1.3 1.6
C 15.1776 -19.4292 1.1528 0.4 0.4 0.3
H 14.7213 -18.5644 1.6347 -0.1 0.0 -0.2
H 14.6886 -19.6639 0.2074 0.2 0.5 -0.3
H 14.8850 -20.2681 1.7842 0.8 0.0 0.2
H 17.1829 -18.9699 1.9773 -0.6 0.2 0.3
H 17.2099 -20.0807 0.7395 0.2 0.1 -1.0
H 18.0114 -18.9856 -1.1566 0.8 -0.4 -0.5
C 17.0423 -21.8532 3.7780 -1.2 1.0 3.6
F 18.1562 -21.3722 3.2754 0.3 0.0 -0.9
F 16.0614 -21.9590 2.8712 0.4 0.0 -0.6
F 17.2582 -23.0562 4.3010 0.1 0.2 -0.4
S 16.4006 -20.5840 5.2153 -0.5 1.0 3.2
O 16.2320 -19.2982 4.5016 0.8 -1.1 -0.5
O 15.0753 -21.0607 5.6701 0.6 -0.7 -1.4
O 17.3080 -20.5448 6.3987 -0.7 -0.4 -3.3
```
Positions in Å, forces in eV/Å.

Charge: +3
Multiplicity: 2
Kohn-Sham gap (alpha / beta), eV: 7.0 / 2.9
Highest occupied orbital energy (alpha / beta), eV: -13.2 / -13.2
Calculated total energy, eV: -95776.236

These are the Löwdin partial charges, in e, on atoms 1 to 5:
1 C -0.09
2 C -0.25
3 C -0.15
4 C -0.15
5 N -0.14